No. 1
15
Properties=species:S:1:pos:R:3:forces:R:3 method="wB97M-V/def2-TZVPD" relative_energy_kcal_mol=91.5 total_charge=+1 homo_ev=-14.441 smiles="C=[N+]([O-])CC[NH3+]" gap_ha=0.403
C 2.359000 -0.211015 -0.236200 3.27 -1.67 0.21
C 0.133846 -0.855305 0.356859 -0.81 1.35 0.84
C -1.310925 -0.435939 -0.176999 -0.14 -1.95 -2.26
N 1.196841 0.140526 0.047072 -1.66 -1.32 -0.56
N -1.641216 0.971688 -0.011492 2.38 -0.20 2.11
O 0.833111 1.361403 0.147133 -1.08 1.26 0.29
H 3.130810 0.529390 -0.175648 0.07 0.59 -0.50
H 2.746438 -1.260626 -0.305687 -1.17 0.97 0.05
H 0.132215 -0.750958 1.471126 -0.14 -0.94 -0.78
H 0.522074 -1.773413 -0.076098 -0.66 -0.34 0.50
H -2.147846 -0.940203 0.307431 0.70 -0.94 -0.07
H -1.359334 -0.649053 -1.324305 0.05 0.16 2.14
H -1.808755 1.382960 -0.856931 -1.17 1.49 -2.58
H -0.501013 1.221678 0.115466 0.16 1.81 0.70
H -2.285241 1.268874 0.718275 0.21 -0.27 -0.09



No. 2
60
Properties=species:S:1:pos:R:3:forces:R:3 method="wB97M-V/def2-TZVPD" total_charge=0 homo_ev=-7.502 smiles=OCCN1c2ccccc2Sc2ccc(I)cc21.CCOCC.CCOCC gap_ha=0.298
O 0.163850 6.073474 0.330513 -0.05 -0.03 0.00
C -0.252410 5.063664 -0.576237 0.18 -0.28 -0.38
C 0.864456 4.689688 -1.581797 -0.16 0.44 0.06
N 1.275874 3.295152 -1.584561 -0.27 -0.38 0.39
C 2.005533 2.865646 -0.442589 0.42 0.08 0.29
C 2.405154 3.757413 0.559573 0.01 -0.13 0.11
C 3.160650 3.340071 1.650286 -0.01 -0.39 -0.18
C 3.534470 2.009337 1.794008 -0.21 0.48 -0.28
C 3.148268 1.109049 0.810696 0.06 0.25 0.28
C 2.418295 1.536136 -0.288292 -0.18 -0.22 -0.27
S 2.087724 0.339075 -1.545328 0.02 0.23 -0.10
C 0.569592 1.004084 -2.149926 0.29 -0.09 0.19
C -0.339556 0.111882 -2.700301 -0.15 0.40 -0.04
C -1.524144 0.555451 -3.273792 0.23 0.30 0.12
C -1.766739 1.920929 -3.260817 -0.06 -0.26 -0.04
I -3.556999 2.644043 -4.083236 0.17 -0.03 0.08
C -0.869244 2.819051 -2.698198 -0.03 -0.11 0.06
C 0.331343 2.386105 -2.119539 -0.30 -0.17 -0.42
H 0.170508 5.689031 1.208139 0.03 0.08 0.17
H -1.115713 5.432427 -1.125941 -0.13 0.14 0.03
H -0.562958 4.154904 -0.062061 -0.07 -0.04 0.17
H 1.711923 5.332867 -1.377863 0.27 -0.07 0.09
H 0.551742 4.966906 -2.580589 0.01 -0.16 -0.27
H 2.150567 4.800147 0.520531 -0.10 0.15 -0.15
H 3.454215 4.070219 2.387905 0.03 0.09 0.09
H 4.116011 1.706713 2.648878 0.06 -0.19 0.07
H 3.425310 0.069580 0.901598 -0.04 -0.18 -0.06
H -0.103123 -0.940350 -2.689586 0.01 -0.16 0.03
H -2.225800 -0.141072 -3.701136 -0.11 -0.06 -0.07
H -1.138392 3.857554 -2.730432 0.03 0.20 0.08
C 1.737022 -3.105493 3.996932 0.12 0.01 0.05
C 2.202268 -3.170375 2.552138 -0.12 -0.04 0.02
O 3.383080 -2.433141 2.295447 0.04 0.16 -0.12
C 4.537011 -2.833600 3.011323 0.09 -0.03 0.05
C 4.965936 -4.265571 2.741385 -0.12 -0.05 -0.02
H 1.624781 -2.068128 4.315160 -0.03 0.00 -0.02
H 0.776559 -3.610421 4.103327 -0.02 0.01 -0.02
H 2.441479 -3.589044 4.675575 -0.03 -0.04 -0.01
H 1.444008 -2.726749 1.906331 0.04 0.03 -0.04
H 2.321541 -4.211156 2.230765 0.02 -0.01 0.04
H 4.398171 -2.668522 4.085934 -0.01 -0.04 0.01
H 5.324567 -2.152244 2.687835 -0.04 0.04 -0.03
H 4.231191 -4.986984 3.101967 0.03 0.00 0.04
H 5.909170 -4.474479 3.246785 0.02 0.02 -0.01
H 5.098091 -4.429254 1.671147 0.03 0.02 0.00
C -6.377404 -3.468557 -1.129282 0.02 0.10 0.08
C -5.358758 -3.074430 -2.185506 -0.03 -0.10 0.00
O -5.206235 -1.676679 -2.344579 0.01 0.07 -0.12
C -4.763963 -0.967672 -1.201713 0.08 0.09 0.09
C -3.402448 -1.408190 -0.689699 -0.04 -0.16 -0.01
H -7.338347 -2.993258 -1.330169 -0.01 -0.02 -0.03
H -6.514973 -4.550241 -1.127320 0.00 -0.01 -0.02
H -6.061742 -3.173644 -0.127345 0.02 -0.04 0.00
H -5.686909 -3.438049 -3.159519 0.01 0.05 -0.03
H -4.390797 -3.546895 -1.981954 -0.01 0.00 0.05
H -5.510941 -1.022838 -0.401536 0.01 -0.03 0.02
H -4.712119 0.076784 -1.512142 -0.03 -0.02 -0.07
H -3.419522 -2.432190 -0.312299 -0.01 0.02 0.05
H -3.082066 -0.760110 0.126728 0.01 0.03 -0.02
H -2.659056 -1.358045 -1.485622 0.00 0.04 0.02



No. 3
61
Properties=species:S:1:pos:R:3:forces:R:3 method="wB97M-V/def2-TZVPD" total_charge=0 s_squared=0.75 homo_ev="-8.709 / -8.714" spin_multiplicity=2 gap_ha="0.350 / 0.319"
C -2.429694 -8.562241 2.718962 -0.38 0.95 0.61
C -2.514419 -7.424357 3.826307 0.96 -0.53 -0.34
C -1.443630 -6.290366 3.637401 -0.67 0.39 -0.37
O -0.279411 -6.486579 4.496674 -0.72 -1.02 -1.17
O -0.224065 -5.467660 5.432640 -0.07 1.82 0.59
S 1.104543 -4.485887 4.967854 1.33 0.37 -1.60
O 1.199254 -4.512418 3.504951 -0.46 -0.22 1.50
O 0.693667 -2.901954 5.343028 -0.06 -1.18 -0.04
C 1.967679 -2.177633 5.424940 0.32 1.35 -0.39
C 2.098240 -1.084361 4.332349 0.24 1.31 -2.23
C 2.641637 -1.435706 3.014226 -0.34 1.35 -0.07
C 2.751106 -0.469540 1.931511 -1.04 0.49 2.34
C 2.306814 0.907459 2.146833 0.69 -0.93 0.21
C 2.412460 1.872434 0.911325 -1.52 -0.55 0.69
C 1.803987 1.305882 3.447999 0.61 -2.15 -0.27
C 1.707506 0.312928 4.517230 0.38 -0.74 -1.22
H -1.377788 -8.926886 2.582588 -1.03 0.23 0.14
H -3.115645 -9.381934 3.071196 0.79 0.61 -0.72
H -2.809881 -8.099942 1.765575 0.43 -0.80 0.74
H -2.300118 -7.906775 4.819429 -0.57 0.68 -0.75
H -3.537718 -6.979572 3.763328 0.82 -0.37 0.41
H -1.092951 -6.247665 2.566084 -0.13 -0.01 1.11
H -1.860601 -5.290362 3.916586 0.32 -0.88 -0.34
H 2.823995 -2.896174 5.287223 -0.73 0.71 0.46
H 1.973848 -1.668453 6.418035 0.18 -0.69 -0.63
H 2.992272 -2.473400 2.798323 -0.46 0.91 0.39
H 3.145529 -0.775452 0.934425 -0.35 0.28 1.03
H 2.623027 2.927549 1.205800 0.12 -0.89 -0.28
H 3.088605 1.473593 0.119178 -0.30 0.46 0.84
H 1.376809 1.871629 0.457412 1.05 0.18 0.26
H 1.492179 2.356813 3.627111 0.26 -0.94 -0.11
H 1.301276 0.615264 5.507016 0.34 -0.17 -0.83
C 0.094611 2.391488 -5.512274 -0.03 0.35 -0.20
C -0.456349 2.136076 -4.092764 0.29 -0.91 -2.03
C -1.989615 2.265302 -4.094469 -0.22 0.34 0.33
C -2.475298 3.707830 -4.167280 0.03 -0.01 0.00
C -1.842387 4.538450 -3.055663 -0.26 -0.43 -0.05
C -0.306154 4.458760 -3.046772 0.43 2.08 -0.63
N 0.200950 3.054806 -3.115884 -2.20 -1.05 2.54
O 0.062065 2.518303 -1.910136 0.89 0.40 -0.97
C 0.251208 5.293709 -4.223437 0.02 -0.04 -0.32
C 0.210721 5.201721 -1.797728 0.07 -0.63 0.41
C -0.106461 0.655098 -3.844030 0.13 0.11 0.75
H 1.178449 2.255530 -5.539705 -0.05 0.04 0.09
H -0.341245 1.685841 -6.223347 -0.01 -0.08 0.20
H -0.129675 3.377380 -5.910222 0.03 0.04 0.08
H -2.398997 1.809527 -3.185605 0.19 0.01 0.04
H -2.411866 1.700863 -4.930774 0.26 -0.07 0.00
H -2.251565 4.135756 -5.149012 0.03 0.01 0.03
H -3.563607 3.731728 -4.065482 0.05 0.01 -0.03
H -2.162555 5.579555 -3.158650 0.27 0.02 0.04
H -2.238997 4.192263 -2.094524 0.18 -0.06 0.01
H 1.304889 5.066240 -4.402790 -0.08 -0.07 0.00
H 0.188416 6.362674 -4.007611 -0.05 -0.13 0.19
H -0.298983 5.160911 -5.152762 0.06 -0.12 -0.01
H -0.196948 4.797612 -0.869607 0.11 -0.17 -0.13
H -0.081779 6.253194 -1.827321 -0.06 -0.11 -0.28
H 1.301704 5.163349 -1.742458 -0.06 -0.06 -0.01
H 0.975520 0.506956 -3.799944 -0.06 0.06 0.04
H -0.492177 0.030330 -4.652539 -0.02 0.28 -0.10
H -0.542391 0.270514 -2.920749 0.11 0.17 0.03